--- 1 ---
Computed, not measured: 13 unconnected molecules or ions with the total composition H26O13, with the ωB97M-V functional and the def2-TZVPD basis.

Atoms and positions in Å:
H (0.4837, 0.7588, 0.6599)
H (0.4587, -0.4294, -0.2875)
H (3.9165, -1.0288, 2.7273)
H (2.4176, -1.1135, 2.9641)
H (-2.7173, 2.7551, -0.7828)
H (-2.6512, 3.8953, -1.7856)
H (-0.6244, 0.5225, -4.5074)
H (-1.5122, -0.2036, -3.5101)
H (5.1197, 0.9469, 2.2461)
H (4.1287, 1.5808, 3.2084)
H (-1.3361, -4.3720, 1.2699)
H (-0.8078, -3.0054, 0.8657)
H (0.4988, 1.2743, -2.1091)
H (0.6263, -0.2390, -2.1683)
H (-2.4263, 2.3977, 1.9046)
H (-3.4351, 1.6556, 1.0434)
H (-2.7036, -0.8315, -2.1822)
H (-1.7380, -1.8847, -1.6642)
H (1.7335, 3.3874, 0.5431)
H (2.8710, 2.6408, 1.2204)
H (2.4733, -2.3243, -0.9859)
H (1.8597, -2.2617, 0.4032)
H (-2.9077, -0.8430, -0.2643)
H (-3.7691, -1.9719, -0.8062)
H (0.0253, -0.9658, 1.2309)
H (0.0956, -0.3218, 2.6058)
O (0.1394, 0.4753, -0.1945)
O (3.0715, -0.7519, 2.3554)
O (-2.1441, 3.1468, -1.4513)
O (-1.5493, 0.3489, -4.2989)
O (4.3016, 1.4560, 2.2684)
O (-1.0099, -3.8778, 0.5094)
O (-0.0099, 0.4638, -1.9944)
O (-2.6776, 2.2487, 0.9861)
O (-2.3193, -1.6864, -2.4069)
O (2.5944, 2.9918, 0.3664)
O (2.6147, -1.9505, -0.1088)
O (-3.2590, -1.7099, -0.0315)
O (0.1679, -1.1738, 2.1612)

## Properties
HOMO-LUMO gap ... 8.56 eV
LUMO level ... -0.0084 hartree
Net charge ... 0

***

--- 2 ---
Computed, not measured: 13 unconnected molecules or ions with the total composition H26O13, with the ωB97M-V functional and the def2-TZVPD basis.

Atoms and positions in Å:
O (-1.2761, -2.6692, -0.7111)
H (-1.5723, -2.4832, 0.1995)
H (-1.0725, -3.5106, -1.0797)
O (-0.0735, 3.5694, 0.8334)
H (-0.7136, 3.0802, 0.2711)
H (0.1723, 4.4006, 0.4409)
O (-1.6876, 2.2749, -0.8174)
H (-1.7887, 1.3195, -0.6788)
H (-0.9354, 2.1256, -1.4730)
O (-2.6740, -2.3785, 2.1835)
H (-2.9928, -1.4302, 2.1663)
H (-3.2280, -2.3032, 1.3447)
O (-1.6757, -0.2729, -2.3932)
H (-1.6398, -1.2600, -2.4248)
H (-2.4276, -0.1934, -1.7344)
O (3.4163, 1.1656, -1.6535)
H (4.2822, 1.0974, -1.2643)
H (3.0453, 0.2890, -1.6914)
O (1.2135, -3.9701, 0.2489)
H (1.5967, -4.1415, 1.1198)
H (1.6317, -3.3007, -0.2568)
O (0.7283, -0.8486, -2.1597)
H (0.8343, -0.3832, -2.9779)
H (-0.2047, -0.9249, -1.8174)
O (3.3007, 2.3742, 0.7922)
H (2.6834, 1.7572, 0.4214)
H (3.0244, 3.2069, 0.3808)
O (1.9293, 0.4238, 2.4055)
H (1.6752, 1.1275, 1.8006)
H (1.5238, 0.8126, 3.2584)
O (3.2508, -2.0534, -1.0140)
H (3.3015, -1.5108, -0.2254)
H (2.3545, -1.8532, -1.4457)
O (-1.4232, 1.4432, 1.5893)
H (-2.1780, 1.7897, 2.0878)
H (-0.7028, 2.0309, 1.7789)
O (-3.9759, 0.0243, 0.7653)
H (-4.2875, 0.5545, 1.5032)
H (-3.4342, 0.6204, 0.2274)

## Properties
HOMO-LUMO gap ... 10.40 eV
LUMO level ... -0.0120 hartree
Net charge ... 0

***

--- 3 ---
Computed, not measured: 13 unconnected molecules or ions with the total composition H26O13, with the ωB97M-V functional and the def2-TZVPD basis.

Atoms and positions in Å:
O (1.7414, -0.6320, -2.6133)
H (1.1110, -0.3922, -3.2925)
H (1.2183, -0.7039, -1.8149)
O (-1.3373, -1.0912, -3.4165)
H (-0.8876, -1.3303, -2.6061)
H (-2.2326, -1.4079, -3.2966)
O (2.7590, 2.3323, 0.2522)
H (3.2061, 3.0218, 0.7430)
H (2.0012, 2.1066, 0.7916)
O (-1.7614, 0.5285, 2.2998)
H (-1.7101, -0.2678, 2.8285)
H (-2.6990, 0.6704, 2.1699)
O (-0.5657, -2.7522, -1.3845)
H (0.2656, -3.1034, -1.7036)
H (-0.6491, -3.1017, -0.4973)
O (-1.1269, -2.2868, 1.3974)
H (-1.3301, -2.0529, 2.3030)
H (-0.1902, -2.4834, 1.4046)
O (1.2051, -0.4989, 3.3326)
H (1.3173, -1.1028, 2.5984)
H (1.2671, -1.0529, 4.1107)
O (-3.3411, -1.0737, -0.6539)
H (-2.4770, -1.2825, -0.2990)
H (-3.1738, -0.3982, -1.3112)
O (1.5706, -2.0397, 1.1233)
H (1.4802, -1.6337, 0.2612)
H (2.2560, -2.6979, 1.0079)
O (1.2923, 2.8750, -3.0565)
H (1.0820, 2.8128, -2.1247)
H (0.4781, 3.1660, -3.4673)
O (-0.0827, 3.0225, -0.6587)
H (0.3829, 2.7243, 0.1227)
H (-0.6862, 3.6924, -0.3375)
O (0.0854, 0.1063, -0.4539)
H (-0.3960, -0.2717, 0.2820)
H (-0.2870, 0.9817, -0.5601)
O (0.2731, 1.9893, 1.8599)
H (-0.4034, 1.3134, 1.9021)
H (0.3442, 2.3142, 2.7575)

## Properties
HOMO-LUMO gap ... 9.54 eV
LUMO level ... -0.0156 hartree
Net charge ... 0

***

Most stable: 3. Least stable: 1.

***

--- 1 ---
Computed, not measured: 3 unconnected molecules or ions with the total composition C3H11O3, with the ωB97M-V functional and the def2-TZVPD basis.

Atoms and positions in Å:
C (0.5780, 0.1985, -0.2723)
O (-0.1547, -0.7759, 0.4104)
C (-0.3062, 1.0879, -1.1157)
C (0.4628, 2.1183, -1.9614)
H (1.3469, -0.2527, -0.9216)
H (1.1317, 0.8549, 0.4337)
H (-1.0667, 1.5873, -0.4999)
H (-0.8747, 0.4486, -1.8088)
H (-0.1444, 2.9717, -2.2398)
H (0.9431, 1.6106, -2.8071)
H (1.3182, 2.5074, -1.3917)
H (-2.3919, -0.8764, 2.0861)
H (-1.6656, -0.3464, 0.8577)
O (-2.5130, -0.2235, 1.3968)
H (1.7432, -3.0250, 1.0525)
H (1.1263, -1.5839, 0.8990)
O (1.9329, -2.1021, 1.2570)

## Properties
HOMO-LUMO gap ... 7.85 eV
LUMO level ... 0.1505 hartree
Net charge ... -1

***

--- 2 ---
Computed, not measured: 3 unconnected molecules or ions with the total composition C3H11O3, with the ωB97M-V functional and the def2-TZVPD basis.

Atoms and positions in Å:
C (0.2669, 0.8806, 0.0855)
O (-0.5667, -0.0179, 0.5898)
C (1.5625, 0.3829, -0.6327)
C (2.3822, 1.4660, -1.3238)
H (0.7233, 1.5674, 0.9695)
H (-0.2199, 1.5636, -0.6229)
H (1.1413, -0.3122, -1.4420)
H (2.1264, -0.1689, 0.0733)
H (3.3259, 1.1274, -1.5976)
H (2.5788, 2.3097, -0.6811)
H (1.8535, 1.8231, -2.3023)
H (-1.9121, -1.8235, 2.4378)
H (-1.0421, -0.5364, 1.7753)
O (-1.8747, -0.8882, 2.4315)
H (-1.8250, -1.9630, -0.5108)
H (-0.9663, -0.7727, -0.6921)
O (-1.4402, -1.4928, -1.2940)

## Properties
HOMO-LUMO gap ... 8.28 eV
LUMO level ... 0.1464 hartree
Net charge ... -1

***

Most stable: 1. Least stable: 2.

***

--- 1 ---
Computed, not measured: a gas-phase ion, C4H7O4P (charge -2), with the ωB97M-V functional and the def2-TZVPD basis.

Atoms and positions in Å:
C (-1.0681, 0.2161, -0.4690)
C (0.4440, -0.7696, -0.6234)
C (0.1051, -1.6915, 0.6750)
C (1.4953, 0.2728, -0.2510)
O (-0.0072, 2.6160, 0.6294)
O (-1.3762, 1.2947, -1.3333)
O (-2.5450, 2.2610, 0.8283)
O (0.6346, -1.6069, -1.5889)
P (-1.2060, 1.7611, 0.3202)
H (-1.9056, -0.4034, -0.3703)
H (-0.5527, -2.5611, 0.3899)
H (-0.2528, -1.2432, 1.5873)
H (1.1344, -1.9043, 0.9540)
H (2.5201, -0.1088, -0.5779)
H (1.2472, 0.6548, 0.6931)
H (1.3330, 1.2125, -0.8634)

## Properties
HOMO-LUMO gap ... 6.18 eV
LUMO level ... 0.2548 hartree
Net charge ... -2

***

--- 2 ---
Computed, not measured: a gas-phase ion, C4H7O4P (charge -2), with the ωB97M-V functional and the def2-TZVPD basis.

Atoms and positions in Å:
C (1.7464, 0.6087, -0.1148)
C (0.4114, 0.1112, -0.5533)
C (-0.9057, -1.2818, 0.9823)
C (0.0620, -1.2621, -0.2577)
O (-0.2028, 2.7728, -0.9699)
O (-2.1039, 1.1086, -1.4688)
O (-1.3666, 1.6610, 0.9801)
O (1.5798, 0.2739, -1.4497)
P (-1.0072, 1.6228, -0.5244)
H (1.7158, 1.5981, 0.0727)
H (2.5263, 0.1806, 0.4273)
H (-0.1998, -0.9573, 1.7266)
H (-1.3314, -2.2634, 1.3193)
H (-1.6287, -0.5399, 0.7852)
H (-0.2905, -1.9939, -1.0825)
H (0.9948, -1.6393, 0.1275)

## Properties
HOMO-LUMO gap ... 6.09 eV
LUMO level ... 0.2465 hartree
Net charge ... -2

***

Most stable: 2. Least stable: 1.